Record 1
C17H34O2P2V as an isolated structure in a non-equilibrium geometry. Source: the Open Molecules 2025 dataset; level of theory: wB97M-V/def2-TZVPD.

F_max in hartree/bohr: 0.1101
Multiplicity: 2
Frontier orbital gap (spin up / spin down) in eV: 3.352 / 3.665
Net charge: +2

Geometry (Å):
P (-0.71755, 2.13404, -1.07449)
P (-0.71878, 0.17139, 2.12092)
C (-1.78377, 0.87481, -0.20633)
C (-1.69591, 1.42371, 1.21494)
H (-1.38835, -0.15944, -0.37257)
H (-2.83794, 0.88320, -0.60351)
H (-0.96162, 2.31768, 1.40158)
H (-2.73392, 1.60840, 1.66536)
C (-2.47655, -0.58561, 2.59391)
H (-2.43932, -1.31441, 3.41917)
H (-3.01206, -1.06235, 1.74318)
H (-3.18974, 0.19299, 2.90476)
C (-0.26507, 0.83335, 3.75446)
H (-1.03599, 0.61262, 4.50571)
H (-0.01779, 1.91259, 3.67329)
H (0.63342, 0.23569, 3.96422)
C (-1.88391, 1.64704, -2.60999)
H (-1.60027, 2.07496, -3.56185)
H (-2.89443, 2.05262, -2.43421)
H (-2.10897, 0.59241, -2.79499)
C (-1.92071, 3.44997, -0.65681)
H (-2.21962, 3.46021, 0.38850)
H (-2.84279, 3.33690, -1.22130)
H (-1.43495, 4.38589, -0.91351)
V (0.79703, 2.56031, 1.15258)
C (-0.59162, -3.68483, -0.50565)
C (-1.49531, -3.94126, -1.47628)
C (-0.89497, -4.18463, -2.88311)
C (0.71725, -3.86958, -3.22699)
C (1.02972, -2.45350, -3.67170)
C (0.68548, -1.40192, -2.90641)
C (1.02738, -1.54597, -1.46987)
C (0.72478, -2.90335, -0.70420)
C (2.71139, 3.59068, 0.54370)
H (-0.84906, -3.85752, 0.52701)
H (-2.49056, -3.73616, -1.42009)
H (-1.47717, -3.67837, -3.68732)
H (-0.96643, -5.29118, -3.15935)
H (1.39022, -4.24538, -2.40985)
H (0.90317, -4.59833, -4.03725)
H (1.40765, -2.38892, -4.68051)
H (0.35584, -0.40644, -3.27938)
H (0.79129, -0.63573, -0.95591)
H (2.09028, -1.52728, -1.34969)
H (1.56396, -3.59646, -1.07562)
H (1.09050, -2.80445, 0.33605)
H (2.99991, 4.70961, 0.65130)
H (1.93821, 3.54110, -0.39983)
H (3.57233, 3.13213, 0.10084)
C (3.75346, 1.75929, 4.16264)
O (3.70588, 2.24620, 2.71825)
C (2.86356, 2.06675, 1.66908)
O (2.80200, 1.10601, 0.85237)
H (4.09387, 0.66923, 4.22790)
H (2.85614, 1.94134, 4.73546)
H (4.44039, 2.34994, 4.72139)

Atom charges from the Mulliken analysis, given in e for atoms 1 to 8: P 0.188; P 0.360; C -0.335; C -1.009; H 0.378; H 0.492; H 0.393; H 0.473

=====

Record 2
C23H40InN5O4P as an isolated structure in a non-equilibrium geometry. Source: the Open Molecules 2025 dataset; level of theory: wB97M-V/def2-TZVPD.

F_max in hartree/bohr: 0.0702
Frontier orbital gap in eV: 7.354
Net charge: -1

Geometry (Å):
C (4.96976, -1.50997, -1.35116)
C (3.54311, -1.76570, -0.64606)
C (3.09619, -0.51948, 0.25296)
In (1.88249, 1.05013, -0.81212)
C (3.09840, 2.98112, -0.72683)
C (4.60360, 2.80124, -1.16303)
O (5.03281, 2.01929, -2.03508)
C (0.03553, 1.42107, 0.49669)
C (-1.29235, 1.73424, -0.37272)
C (-1.72633, 0.50434, -1.28441)
C (-2.88724, -0.40916, -0.66916)
N (-4.17135, 0.29067, -0.43197)
C (-4.35142, 0.81213, 0.90119)
C (-3.59943, 0.36891, 2.22123)
O (-5.24276, 1.69596, 1.04386)
P (1.32373, 0.49370, -3.22990)
N (2.57774, 0.52184, -4.23301)
O (0.64346, -1.09900, -3.39656)
O (0.19112, 1.64630, -3.80431)
H (5.74829, -2.21845, -0.89943)
H (4.84268, -1.74263, -2.46275)
H (5.36312, -0.45734, -1.16448)
H (3.71655, -2.64011, 0.08200)
H (2.74673, -2.09919, -1.38052)
H (4.00724, -0.01839, 0.74137)
H (2.47655, -0.93039, 1.12860)
H (3.12026, 3.31511, 0.37402)
H (2.60996, 3.82550, -1.31277)
H (5.38667, 3.48876, -0.66557)
H (0.25194, 2.38869, 1.08121)
H (-0.12971, 0.54832, 1.20546)
H (-0.98055, 2.57446, -1.09299)
H (-2.11467, 2.17396, 0.27500)
H (-1.93015, 0.82003, -2.36658)
H (-0.80847, -0.18236, -1.35781)
H (-3.10014, -1.20127, -1.47780)
H (-2.46101, -0.98587, 0.20854)
H (-4.98878, -0.20113, -0.79706)
H (-2.82045, 1.16106, 2.50158)
H (-4.37491, 0.32465, 3.05272)
H (-3.13317, -0.67543, 2.16632)
H (3.40784, 0.74187, -3.66456)
H (0.55468, -1.51372, -2.51834)
H (0.43137, 1.81022, -4.74563)
N (-4.36671, -3.44456, -0.11467)
C (-3.62321, -4.37576, -0.78835)
C (-3.46855, -5.46703, 0.03036)
C (-4.14885, -5.18600, 1.24131)
C (-4.69557, -3.93232, 1.12174)
H (-4.63052, -2.54247, -0.47238)
H (-3.26804, -4.18138, -1.78862)
H (-2.92689, -6.36793, -0.21523)
H (-4.22981, -5.82978, 2.10422)
H (-5.28739, -3.34628, 1.80806)
N (8.68950, -1.28190, -1.51209)
C (8.81859, -0.87992, -0.21088)
C (9.64313, -1.77249, 0.42907)
C (10.03032, -2.74668, -0.52413)
C (9.42851, -2.41615, -1.71333)
H (8.13653, -0.81529, -2.21278)
H (8.31274, 0.00329, 0.14713)
H (9.93580, -1.72846, 1.46737)
H (10.67762, -3.59497, -0.35876)
H (9.46136, -2.88976, -2.68226)
N (-8.41429, 3.62453, 2.84156)
C (-7.05036, 3.61415, 2.95686)
C (-6.71441, 4.35861, 4.06092)
C (-7.92169, 4.83088, 4.63627)
C (-8.95424, 4.35971, 3.86400)
H (-8.93867, 3.16285, 2.11816)
H (-6.43852, 3.08040, 2.24407)
H (-5.71160, 4.54206, 4.41606)
H (-8.02312, 5.44645, 5.51771)
H (-10.02262, 4.48430, 3.95219)

Atom charges from the Mulliken analysis, given in e for atoms 1 to 8: C -0.753; C -0.044; C -1.076; In 0.809; C -0.817; C 0.010; O -0.476; C -1.183

=====

Record 3
One molecule with the formula C4H8N2S4 in a non-equilibrium geometry. Source: the Open Molecules 2025 dataset; level of theory: wB97M-V/def2-TZVPD.

F_max in hartree/bohr: 0.1019
Relative energy (zero: lowest compared OMol25 entry of this formula, charge and spin) in kJ/mol: 336.9
Frontier orbital gap (spin up / spin down) in eV: 5.442 / 5.438

Geometry (Å):
C (0.00114, 2.86764, 0.91826)
C (-1.77445, 0.86622, 0.53514)
C (0.91904, -2.79075, -1.80699)
C (1.06716, -1.56110, -0.87725)
N (0.77592, 1.88504, 0.66537)
N (-0.57452, 0.23046, 0.28838)
S (0.34400, 4.19074, 1.91821)
S (-1.63215, 2.70634, 0.21215)
S (-2.27172, 0.52688, 2.27262)
S (-0.38336, -0.40177, -1.17186)
H (-2.72310, 0.65609, 0.01943)
H (1.11392, -2.35596, -2.76111)
H (1.62954, -3.54575, -1.45762)
H (-0.16057, -3.12917, -1.78051)
H (1.91313, -1.00852, -1.11115)
H (1.12028, -1.92126, 0.17234)
H (1.60068, 1.90627, 1.10786)
H (-0.96495, 0.87859, 2.85674)

Atom charges from the Mulliken analysis, given in e for atoms 1 to 8: C 0.223; C -0.180; C -1.032; C -0.446; N -0.386; N -0.048; S -0.315; S -0.053

=====

Record 4
A 2-piece molecular cluster, C3H5F3P overall in a non-equilibrium geometry. Source: the Open Molecules 2025 dataset; level of theory: wB97M-V/def2-TZVPD.

F_max in hartree/bohr: 0.1221
Relative energy (zero: lowest compared OMol25 entry of this formula, charge and spin) in kJ/mol: 481.1
Frontier orbital gap (spin up / spin down) in eV: 8.761 / 8.356
Net charge: +1

Geometry (Å):
C (-0.85988, 0.00820, -0.36071)
C (-0.66325, -0.62686, -1.55376)
C (0.28468, 0.14069, 0.63853)
F (-3.05090, 0.35317, -2.43596)
F (-1.89502, -0.93505, -4.08958)
F (-3.23393, -2.82443, -1.92063)
P (-2.01996, -0.80390, -2.56737)
H (-1.72137, 0.67031, -0.30979)
H (0.04424, -1.50569, -1.75421)
H (-0.23001, 0.43406, 1.67028)
H (0.77796, 1.19179, 0.27555)
H (0.92676, -0.65976, 0.66404)

Atom charges from the Mulliken analysis, given in e for atoms 1 to 8: C 0.019; C -0.134; C -1.039; F -0.141; F -0.110; F -0.371; P 1.018; H 0.384

=====

Record 5
A 2-piece molecular cluster, C7H14N overall in a non-equilibrium geometry. Source: the Open Molecules 2025 dataset; level of theory: wB97M-V/def2-TZVPD.

F_max in hartree/bohr: 0.0547
Relative energy (zero: lowest compared OMol25 entry of this formula, charge and spin) in kJ/mol: 394.9
Frontier orbital gap (spin up / spin down) in eV: 7.773 / 7.772
Net charge: +1

Geometry (Å):
C (-0.47730, 2.20873, 0.21887)
C (0.95851, 1.93156, 0.23687)
C (0.12645, -0.61597, -1.01361)
C (-1.26403, -0.87942, -1.14912)
C (1.67037, 0.90971, -0.01864)
C (2.90789, 0.20397, -0.14704)
C (-1.94774, -1.98543, 1.01777)
N (-2.10556, -1.43551, -0.28754)
H (-0.88665, 2.19241, 1.24105)
H (-0.92890, 1.38521, -0.41030)
H (1.53121, 2.60354, 0.84621)
H (0.63021, -1.36970, -0.38568)
H (0.69390, -0.21458, -1.89806)
H (-1.93251, -0.59335, -1.93362)
H (2.55042, -0.79993, -0.05604)
H (3.51640, 0.50682, 0.76470)
H (3.35611, 0.62101, -1.07145)
H (-1.82449, -3.11810, 1.04317)
H (-1.04184, -1.55951, 1.35400)
H (-2.84136, -1.70673, 1.72165)
H (-0.65875, 3.30787, -0.23455)
H (-2.87767, -1.79985, -0.78132)

Atom charges from the Mulliken analysis, given in e for atoms 1 to 8: C -0.538; C 0.039; C -1.470; C 0.336; C 0.241; C -0.994; C -0.776; N -0.179

=====

Record 6
C41H58ClI5N7O5PSr as an isolated structure in a non-equilibrium geometry. Source: the Open Molecules 2025 dataset; level of theory: wB97M-V/def2-TZVPD.

F_max in hartree/bohr: 0.0444
Relative energy (zero: lowest compared OMol25 entry of this formula, charge and spin) in kJ/mol: 48.3
Frontier orbital gap in eV: 5.569

Geometry (Å):
Sr (-0.39287, -0.28539, 0.58438)
I (2.29003, -5.22579, -0.20931)
C (1.36781, -4.90543, 1.67151)
I (-0.50108, -3.91066, 1.59416)
H (2.04858, -4.31604, 2.27226)
H (1.20065, -5.87542, 2.12031)
C (-3.12915, -3.31285, -1.72445)
O (-3.20687, -1.88868, -1.96990)
C (-2.11923, -1.18414, -1.69941)
O (-1.06211, -1.63839, -1.28045)
N (-2.34514, 0.13422, -1.93477)
N (-1.36542, 1.08934, -1.62707)
H (-3.96213, -3.74005, -2.27321)
H (-3.23758, -3.49993, -0.65884)
H (-2.17969, -3.70274, -2.08173)
H (-3.29321, 0.40742, -2.14681)
H (-1.72976, 1.71875, -0.90705)
H (-1.16363, 1.62816, -2.45945)
I (-2.21092, 1.08653, 4.06631)
I (-1.80967, 1.58803, 6.63225)
I (3.24373, 1.69710, 0.77356)
C (1.08585, 1.89111, 1.17735)
H (0.88247, 2.83350, 0.64929)
H (1.10448, 2.18056, 2.23640)
O (-2.88955, 1.71171, 0.74835)
C (-3.43106, 0.61992, 0.93476)
N (-4.77692, 0.36643, 0.80565)
C (-5.08011, -0.98316, 1.28586)
C (-3.62890, -1.52781, 1.41799)
O (-3.34627, -2.69814, 1.62402)
N (-2.74661, -0.52091, 1.25212)
C (-5.87874, -1.81012, 0.28802)
C (-6.29834, -1.27952, -0.92409)
C (-7.01219, -2.05975, -1.82630)
C (-7.30667, -3.37972, -1.52523)
C (-6.89123, -3.91463, -0.31127)
C (-6.18797, -3.13509, 0.59278)
C (-5.78451, -0.93190, 2.64459)
C (-5.25884, -1.51836, 3.78895)
C (-5.92923, -1.40528, 5.00263)
C (-7.12656, -0.71415, 5.08194)
C (-7.66407, -0.13865, 3.93688)
C (-6.99869, -0.25238, 2.72815)
H (-5.40974, 1.13562, 0.96128)
H (-6.05869, -0.25427, -1.17453)
H (-7.33650, -1.63011, -2.76599)
H (-7.86173, -3.98866, -2.22756)
H (-7.12134, -4.94407, -0.06535)
H (-5.86615, -3.55352, 1.53787)
H (-4.32589, -2.06496, 3.74208)
H (-5.50442, -1.85935, 5.88940)
H (-7.64364, -0.62484, 6.02905)
H (-8.60539, 0.39460, 3.98584)
H (-7.44111, 0.17853, 1.83526)
C (6.19417, -0.13578, -4.27023)
C (5.51411, 1.22620, -4.08706)
C (6.37628, 2.25209, -4.84308)
C (5.51829, 1.62666, -2.60847)
C (4.07047, 1.21650, -4.69037)
O (4.17265, 1.01549, -6.11391)
C (3.32102, 2.54844, -4.47017)
C (2.40281, 2.70407, -3.24991)
C (2.01527, 4.14670, -3.04709)
C (2.64126, 4.91981, -2.07459)
C (2.31259, 6.25723, -1.90384)
C (1.34785, 6.82475, -2.71790)
Cl (0.92645, 8.50049, -2.50974)
C (0.70537, 6.07878, -3.69211)
C (1.04554, 4.74324, -3.84749)
C (3.18546, -0.01412, -4.36619)
N (2.85026, -0.37986, -2.99434)
C (1.70904, -0.15621, -2.33109)
N (1.71709, -0.76117, -1.16545)
C (2.92291, -1.39186, -1.17034)
N (3.64135, -1.18502, -2.24687)
H (7.25504, -0.04198, -4.02332)
H (6.12231, -0.46376, -5.30984)
H (5.76761, -0.89864, -3.62282)
H (7.33911, 2.33674, -4.33684)
H (5.94193, 3.25390, -4.86489)
H (6.58445, 1.93271, -5.86678)
H (6.53890, 1.55921, -2.22295)
H (4.89587, 0.98268, -1.99020)
H (5.18753, 2.65972, -2.46973)
H (4.59975, 1.78942, -6.49450)
H (2.71054, 2.70333, -5.36464)
H (4.04768, 3.36345, -4.45708)
H (2.86102, 2.32352, -2.33704)
H (1.48930, 2.12712, -3.41702)
H (3.37699, 4.46315, -1.42204)
H (2.79268, 6.85352, -1.13922)
H (-0.05097, 6.53967, -4.31357)
H (0.54339, 4.15448, -4.60909)
H (3.64681, -0.88472, -4.82633)
H (2.23733, 0.15447, -4.87739)
H (0.90169, 0.43537, -2.72642)
H (3.28523, -1.99241, -0.35334)
C (0.64687, -2.28740, 6.39330)
C (0.17761, -1.94204, 4.98238)
P (1.32875, -0.98813, 3.88311)
C (1.86276, 0.33280, 5.05618)
C (3.00493, 1.20709, 4.55170)
C (2.80852, -2.10956, 3.91239)
C (3.60361, -2.09073, 2.60870)
H (-0.06376, -2.96052, 6.87824)
H (0.72749, -1.39803, 7.01891)
H (1.62031, -2.78428, 6.39105)
H (-0.75762, -1.37772, 5.02752)
H (-0.06220, -2.85425, 4.42946)
H (2.15450, -0.14317, 5.99503)
H (0.98058, 0.94180, 5.27248)
H (3.90188, 0.61577, 4.35153)
H (3.26703, 1.95955, 5.29797)
H (2.74760, 1.72064, 3.62706)
H (2.43712, -3.11926, 4.11722)
H (3.44737, -1.84870, 4.76062)
H (2.94213, -2.26091, 1.75580)
H (4.37660, -2.86320, 2.59617)
H (4.07937, -1.12386, 2.43996)

Atom charges from the Mulliken analysis, given in e for atoms 1 to 8: Sr 1.231; I 0.046; C -0.561; I 0.183; H -0.149; H 0.551; C -0.532; O -0.416

=====

> Among the records above, which one has the highest F_max?

C3H5F3P